9
Properties=species:S:1:pos:R:3:forces:R:3:mulliken_charge:R:1 method="wB97M-V/def2-TZVPD" energy_ev=-6255.8027 molar_mass_g_mol=68.08 relative_energy_kj_mol=345.1 homo_energy_ev=-9.2143
C 0.860387 -0.723676 0.395922 -0.92 0.38 -0.58 -0.782
C 0.793550 0.608996 0.346884 0.31 0.53 -0.71 -0.276
C -0.511510 -0.763443 -0.387911 1.65 3.37 3.15 -0.174
C -0.528005 0.725133 -0.370865 -0.42 -0.65 -0.01 -0.179
O -1.423181 -0.041072 0.436451 -0.69 -0.19 0.66 -0.407
H 1.456697 -1.480310 0.911007 -0.20 0.43 -0.36 0.390
H 1.326674 1.498071 0.524472 1.25 0.44 1.10 0.387
H -0.963022 -1.407086 -0.972496 -1.72 -3.25 -3.12 0.615
H -1.011592 1.583391 -0.883462 0.73 -1.06 -0.13 0.427